[1]
{"formula": "C22H17F4N9O3S3V", "method": "the ωB97M-V functional and the def2-TZVPD basis", "symbols": ["V", "S", "S", "S", "F", "F", "F", "F", "O", "O", "O", "N", "N", "N", "N", "N", "N", "N", "N", "N", "C", "C", "C", "C", "C", "C", "C", "C", "C", "C", "C", "C", "C", "C", "C", "C", "C", "C", "C", "C", "C", "C", "H", "H", "H", "H", "H", "H", "H", "H", "H", "H", "H", "H", "H", "H", "H", "H", "H"], "positions_angstrom": [[0.041, -0.928, 1.157], [2.614, -2.922, 4.115], [0.591, -3.078, 1.923], [2.063, -0.684, 2.229], [-1.931, -3.484, -3.722], [-0.856, -2.189, -5.772], [1.361, 0.318, -0.801], [0.483, 1.367, -2.902], [-0.678, -0.861, 3.634], [-0.843, -0.073, 5.750], [1.197, -1.912, -1.045], [0.254, 1.835, 1.497], [-2.580, 1.059, 2.834], [-3.086, -4.704, -1.037], [1.493, 2.648, -5.477], [-2.148, 0.790, 4.149], [-1.981, -1.218, 1.155], [1.919, 4.464, -0.382], [2.131, 3.901, 1.842], [-0.064, -0.184, -8.006], [1.583, 3.638, 0.654], [-2.513, -3.706, -1.082], [-1.809, -1.838, 0.170], [-1.324, -1.787, -2.176], [-1.169, -0.104, 4.432], [1.739, 3.118, 2.844], [0.821, 2.101, 2.686], [0.467, -0.779, -0.797], [0.324, 0.389, -5.561], [-0.651, -0.469, -1.895], [1.808, -2.277, 2.822], [-1.874, -2.460, -1.062], [-0.149, -0.332, -4.421], [0.963, 1.619, -5.468], [-0.788, -1.608, -4.549], [2.063, -1.931, -2.174], [-1.668, 0.572, -1.321], [-0.070, 0.138, -3.130], [0.630, 2.617, 0.494], [0.101, 0.012, -6.877], [-1.331, -2.284, -3.480], [0.150, -1.024, 6.135], [-1.659, 1.467, -1.942], [2.755, 5.008, -0.231], [2.189, 3.318, 3.809], [2.816, -2.691, -1.968], [-2.452, 1.448, 4.852], [1.787, 4.101, -1.313], [-2.809, 0.165, 2.382], [1.137, -0.744, 5.759], [-0.089, -2.014, 5.742], [0.199, 2.449, -0.479], [0.533, 1.472, 3.516], [-1.421, 0.859, -0.294], [1.504, -2.196, -3.075], [0.148, -1.036, 7.224], [-1.795, 1.443, 2.288], [2.554, -0.965, -2.316], [-2.679, 0.165, -1.336]], "mulliken_charge": [0.038, -0.363, -0.446, -0.495, -0.431, -0.383, -0.372, -0.455, -0.376, -0.515, -0.039, 0.140, -0.866, -0.715, -0.906, 0.015, -0.605, -0.507, -0.712, -0.830, 0.373, -0.059, 0.430, -0.350, 0.544, -0.568, 0.029, 0.135, 0.282, 3.996, 0.358, 0.026, -0.022, 0.186, 0.077, -0.950, -1.229, -0.613, -0.173, -0.051, 0.330, -0.627, 0.303, 0.267, 0.393, 0.341, 0.244, 0.258, 0.548, 0.250, 0.306, 0.147, 0.145, 0.016, 0.280, 0.241, 0.256, 0.317, 0.384], "energy_ha": -4105.10242, "spin_multiplicity": 4, "charge": -2, "orbital_gap_ev": [5.5, 5.7], "e_homo_ev": [-1.56, -1.72], "s_squared": 3.866}



[2]
{"formula": "C22H17NO4", "method": "the ωB97M-V functional and the def2-TZVPD basis", "symbols": ["O", "O", "O", "O", "N", "C", "C", "C", "C", "C", "C", "C", "C", "C", "C", "C", "C", "C", "C", "C", "C", "C", "C", "C", "C", "C", "C", "H", "H", "H", "H", "H", "H", "H", "H", "H", "H", "H", "H", "H", "H", "H", "H", "H"], "positions_angstrom": [[3.184, -0.343, 2.118], [2.444, 0.542, 0.154], [-1.573, 1.049, -1.391], [-2.721, -0.819, -0.847], [1.643, -1.874, -1.777], [-1.495, 2.610, 3.062], [0.056, -1.298, 0.587], [-1.583, -0.099, -1.014], [3.390, -2.928, -0.556], [0.402, 0.682, -3.600], [1.585, -1.571, 0.714], [-0.088, 1.115, -4.848], [-0.675, 0.192, -5.722], [-0.489, -0.446, 1.697], [-2.118, 3.320, 5.243], [2.155, -2.103, -0.592], [2.395, -0.346, 0.983], [-0.725, -1.177, -5.362], [-0.300, -1.562, -4.102], [-1.504, 0.999, 4.864], [-1.918, 2.039, 5.735], [-1.289, 1.295, 3.496], [-1.906, 3.601, 3.913], [-0.901, 0.301, 2.564], [0.508, -1.066, -1.900], [0.196, -0.625, -3.226], [-0.328, -0.802, -0.802], [-1.344, 2.810, 2.005], [1.807, -2.297, 1.525], [-0.363, -2.618, -3.809], [3.601, 0.537, 2.182], [-2.051, 1.808, 6.775], [3.482, -3.485, -1.498], [-0.465, -2.272, 0.689], [-1.909, 4.657, 3.548], [-1.105, 0.466, -6.670], [-1.151, -1.924, -6.037], [-1.376, -0.020, 5.189], [-2.415, 4.140, 5.899], [0.799, 1.454, -2.922], [-3.418, -0.195, -1.034], [4.245, -2.305, -0.398], [3.354, -3.621, 0.239], [-0.033, 2.180, -5.075]], "mulliken_charge": [-0.493, -0.537, -0.532, -0.485, -0.520, -0.260, 1.182, -0.678, -1.482, -0.009, 0.532, -0.616, -0.451, -1.045, -0.317, 0.340, 0.145, -0.559, -0.292, -0.506, -0.528, 0.212, -0.523, 0.082, 0.751, -0.275, 0.038, 0.449, 0.561, 0.368, 0.388, 0.394, 0.390, 0.536, 0.301, 0.396, 0.350, 0.443, 0.354, 0.395, 0.420, 0.300, 0.413, 0.366], "energy_ha": -1204.20260, "orbital_gap_ev": 8.6, "smiles": "CC1=NC(c2ccccc2)=C(C(=O)O)[C@H](C#Cc2ccccc2)[C@@H]1C(=O)O", "e_homo_ev": -8.51}



[3]
{"formula": "C22H17OS4SbTeZn", "method": "the ωB97M-V functional and the def2-TZVPD basis", "symbols": ["Te", "Sb", "Zn", "S", "S", "S", "S", "O", "C", "C", "C", "C", "C", "C", "C", "C", "C", "C", "C", "C", "C", "C", "C", "C", "C", "C", "C", "C", "C", "C", "H", "H", "H", "H", "H", "H", "H", "H", "H", "H", "H", "H", "H", "H", "H", "H", "H"], "positions_angstrom": [[-1.906, -0.991, -1.130], [0.832, -6.458, -0.879], [0.885, -3.474, 0.001], [-0.479, -4.534, -1.505], [-0.454, -7.759, 0.532], [3.791, 3.740, 4.691], [2.382, -5.212, 0.445], [3.912, 1.890, 6.605], [1.473, -0.827, 1.570], [3.013, 2.438, 3.760], [1.961, 0.300, 2.304], [4.506, 2.772, 6.059], [-1.648, -1.530, -3.161], [-5.334, 2.355, -2.237], [-3.389, 0.461, -1.595], [-3.996, 2.718, -2.196], [-4.734, 0.105, -1.633], [-3.028, 1.776, -1.874], [-1.285, -2.248, -5.823], [1.418, 0.660, 3.539], [-0.475, -1.280, -5.249], [5.908, 3.195, 6.402], [-2.454, -2.506, -3.737], [-5.703, 1.047, -1.955], [1.069, -1.782, 0.938], [3.018, 1.062, 1.791], [3.546, 2.115, 2.515], [1.931, 1.725, 4.260], [-0.655, -0.921, -3.920], [-2.274, -2.860, -5.066], [0.587, 0.089, 3.931], [-3.204, -3.006, -3.139], [0.309, -0.811, -5.831], [4.377, 2.689, 2.126], [-2.896, -3.631, -5.505], [1.505, 1.995, 5.216], [6.569, 2.793, 5.633], [-1.139, -2.533, -6.858], [-0.017, -0.172, -3.469], [-3.703, 3.738, -2.412], [-6.089, 3.089, -2.489], [-6.746, 0.758, -1.983], [6.000, 4.281, 6.378], [6.195, 2.798, 7.373], [-5.024, -0.915, -1.412], [-1.984, 2.062, -1.840], [3.429, 0.798, 0.826]], "mulliken_charge": [0.367, 0.506, -0.299, -0.291, -0.533, -0.243, -0.563, -0.502, 1.861, 0.110, 0.252, 0.776, -0.117, -0.370, -0.086, -0.487, -0.247, -0.265, -0.339, -0.591, -0.476, -1.079, -0.213, -0.496, -1.664, -0.706, -0.345, -0.214, -0.368, -0.509, 0.437, 0.358, 0.350, 0.408, 0.348, 0.419, 0.273, 0.364, 0.351, 0.356, 0.354, 0.355, 0.337, 0.305, 0.349, 0.334, 0.429], "energy_ha": -4804.20577, "spin_multiplicity": 2, "charge": -1, "orbital_gap_ev": [7.0, 5.9], "e_homo_ev": [-4.94, -5.13], "s_squared": 0.764}